(1)
C20H27BrIN4O2PS3W as an isolated structure at a distorted geometry, computed with wB97M-V/def2-TZVPD.

## Properties
charge	+3
multiplicity	2
E_LUMO (alpha / beta)	-10.589 / -10.890	eV

Last column: Mulliken spin population.
Positions of all 60 atoms, in Å:
W 0.11 0.32 0.35  0.92
C 4.35 3.95 -2.33  0.00
C 3.31 2.84 -2.43  0.00
N 2.14 3.16 -1.60  0.00
C 1.63 2.42 -0.66  0.00
S 0.26 2.86 0.31  0.01
N 2.08 1.13 -0.45  -0.02
N 1.91 0.76 0.84  -0.05
C 2.65 0.57 1.88  0.04
C 4.09 0.86 1.97  0.00
C 1.78 0.04 2.93  0.03
C 2.17 -0.15 4.24  0.02
C 1.23 -0.56 5.18  0.02
C -0.07 -0.77 4.75  0.00
C -0.39 -0.57 3.42  0.04
N 0.50 -0.17 2.51  -0.03
H 5.18 3.72 -2.99  0.00
H 4.73 4.05 -1.32  0.00
H 3.93 4.91 -2.65  0.00
H 3.72 1.89 -2.09  0.00
H 2.98 2.72 -3.46  0.00
H 1.72 4.07 -1.76  0.00
H 4.51 1.03 0.97  0.00
H 4.62 0.04 2.45  0.00
H 4.27 1.75 2.57  0.01
H 3.20 0.03 4.53  0.00
H 1.50 -0.70 6.22  0.00
H -0.85 -1.08 5.44  0.00
H -1.40 -0.74 3.08  0.01
C -4.22 3.21 -3.15  0.00
C -4.10 3.24 -1.65  0.00
O -2.83 2.60 -1.21  0.00
P -2.56 1.10 -0.97  0.02
S -0.86 0.45 -1.90  0.03
S -2.16 0.83 1.06  -0.03
O -3.83 0.35 -1.44  0.00
C -4.02 -1.10 -1.64  0.00
C -5.01 -1.30 -2.75  0.00
H -5.12 3.76 -3.44  0.00
H -4.32 2.18 -3.52  0.00
H -3.36 3.68 -3.63  0.00
H -4.93 2.74 -1.16  0.00
H -4.00 4.25 -1.27  0.00
H -4.38 -1.50 -0.70  0.00
H -3.05 -1.54 -1.89  0.00
H -6.02 -1.01 -2.44  0.00
H -5.03 -2.36 -3.02  0.00
H -4.73 -0.73 -3.64  0.00
Br -1.25 -2.26 0.56  0.00
C -0.08 -3.81 0.59  0.00
C -0.52 -4.97 1.19  0.00
C 0.32 -6.07 1.17  0.00
C 1.56 -6.01 0.56  0.00
C 2.00 -4.83 -0.04  0.00
C 1.16 -3.73 -0.01  0.00
I 1.79 -1.89 -0.89  -0.01
H -1.50 -5.02 1.65  0.00
H -0.01 -6.99 1.65  0.00
H 2.21 -6.87 0.54  0.00
H 2.96 -4.78 -0.52  0.00

(2)
C20H27ClIN3O4OsSi as an isolated structure, computed with wB97M-V/def2-TZVPD.

## Properties
charge	+2
E_LUMO (alpha / beta)	-8.260 / -8.262	eV

Last column: Löwdin charge in e.
Positions of all 58 atoms, in Å:
Os 0.18 -1.34 -0.18  1.66
C 3.61 -0.07 -0.97  0.01
C 3.40 -1.20 -0.02  -0.25
C 4.45 -1.85 0.65  0.03
C 4.19 -2.86 1.55  0.02
C 2.87 -3.27 1.82  0.04
C 1.90 -2.61 1.13  -0.36
N 2.17 -1.62 0.24  -0.02
N 0.48 -2.67 1.07  -0.17
Si -0.61 -3.39 2.39  0.51
C 0.10 -2.75 3.98  -0.15
C -0.41 -5.22 2.14  -0.15
C -2.31 -2.74 2.00  -0.15
H 3.82 0.84 -0.41  0.11
H 2.74 0.09 -1.60  0.07
H 4.48 -0.26 -1.60  0.10
H 5.46 -1.54 0.45  0.14
H 5.01 -3.35 2.05  0.14
H 2.65 -4.06 2.52  0.12
H 1.00 -3.27 4.30  0.04
H -0.65 -2.88 4.77  0.05
H 0.31 -1.68 3.93  0.04
H 0.62 -5.55 2.22  0.03
H -0.80 -5.53 1.17  0.05
H -0.98 -5.75 2.90  0.06
H -2.72 -2.23 2.87  0.05
H -2.98 -3.56 1.75  0.05
H -2.32 -2.03 1.17  0.00
N -1.19 -1.58 -3.82  0.25
C -1.74 -1.32 -2.68  -0.52
O -1.15 -1.66 -1.58  -0.20
C -3.06 -0.65 -2.54  -0.56
I -4.06 -0.15 -4.34  0.98
H -0.29 -2.04 -3.89  0.16
H -1.68 -1.32 -4.68  0.06
H -2.90 0.27 -1.96  0.07
H -3.70 -1.30 -1.95  0.08
C -2.80 5.07 0.26  -0.02
C -1.75 4.88 -0.79  -0.19
C -1.71 5.69 -1.92  -0.05
C -0.71 5.54 -2.87  -0.67
Cl -0.69 6.57 -4.26  0.71
C 0.25 4.56 -2.73  -0.09
C 0.22 3.73 -1.62  -0.02
C -0.77 3.90 -0.66  -0.21
O -0.87 3.11 0.47  -0.02
C 0.28 2.48 0.96  -0.08
C 0.32 1.06 0.48  -0.51
O 0.14 0.71 -0.72  -0.09
O 0.47 0.07 1.29  -0.07
H -3.61 5.70 -0.11  0.09
H -2.38 5.55 1.15  0.10
H -3.23 4.12 0.58  0.08
H -2.45 6.47 -2.05  0.12
H 1.02 4.45 -3.48  0.11
H 0.96 2.95 -1.53  0.10
H 0.23 2.47 2.05  0.16
H 1.20 2.99 0.66  0.16

(3)
C20H27IrN6S3 as an isolated structure at a distorted geometry, computed with wB97M-V/def2-TZVPD.

## Properties
charge	+3
multiplicity	2
E_LUMO (alpha / beta)	-10.907 / -10.933	eV

Last column: Mulliken spin population.
Positions of all 57 atoms, in Å:
Ir 0.20 -1.98 -0.28  1.02
C 4.85 -1.77 2.50  0.01
S 3.73 -0.39 2.78  -0.21
C 2.44 -0.71 1.67  -0.04
S 2.47 -2.12 0.64  0.19
N 1.45 0.15 1.66  -0.03
N 0.41 -0.07 0.96  -0.02
C -0.48 1.03 0.64  0.01
C -1.74 0.41 0.07  0.01
C -2.99 0.95 0.33  0.01
C -4.12 0.34 -0.20  0.00
C -3.96 -0.78 -1.00  0.00
C -2.69 -1.27 -1.20  0.00
N -1.60 -0.71 -0.66  -0.02
H 5.80 -1.52 2.97  0.00
H 5.00 -1.93 1.44  -0.01
H 4.45 -2.67 2.96  -0.01
H -0.73 1.57 1.56  0.01
H -3.09 1.81 0.95  0.00
H -5.11 0.73 0.01  0.00
H -4.81 -1.27 -1.45  0.00
H -2.53 -2.15 -1.82  0.00
C -0.19 6.23 -0.22  0.00
N -0.76 5.18 0.64  0.00
C -2.00 4.62 0.07  0.00
C 0.20 4.09 1.04  0.00
C 0.69 3.23 -0.11  -0.01
C 1.63 3.82 -0.97  0.00
C 2.12 3.16 -2.08  0.00
C 1.69 1.88 -2.35  0.01
C 0.80 1.26 -1.48  0.03
C 0.30 1.91 -0.35  0.00
H -0.91 7.04 -0.35  0.00
H 0.05 5.83 -1.21  0.00
H 0.70 6.65 0.24  0.00
H -1.02 5.65 1.52  0.00
H -1.77 4.05 -0.83  0.00
H -2.70 5.41 -0.19  0.00
H -2.48 3.97 0.80  0.00
H -0.30 3.48 1.79  0.00
H 1.06 4.57 1.50  0.00
H 2.01 4.80 -0.74  0.00
H 2.85 3.65 -2.71  0.00
H 2.04 1.36 -3.23  0.00
H 0.53 0.22 -1.66  -0.01
S -0.90 -3.93 0.76  0.04
C -0.43 -5.45 0.12  0.01
N 0.43 -5.69 -0.86  0.01
C 0.59 -7.12 -1.09  0.00
C -0.41 -7.75 -0.10  0.00
N -0.95 -6.58 0.58  0.00
H 1.00 -5.01 -1.32  0.00
H 1.62 -7.43 -0.89  0.00
H 0.37 -7.37 -2.13  0.00
H 0.05 -8.42 0.62  0.00
H -1.22 -8.29 -0.61  0.00
H -1.64 -6.64 1.30  0.00

Per-record energy relative to the best compared isomer or geometry (same formula, charge and spin), kcal/mol: 9.8, 17.2, 25.9
Per-record molar mass, g/mol: 873.3, 754.1, 639.9
Per-record total energy, eV: -152973.889, -64792.733, -65436.554